#P
9
Properties=species:S:1:pos:R:3 method="wB97M-V/def2-TZVPD" total_charge=+1 homo_energy_ev="-14.39 / -14.39" multiplicity=1
C -1.3998 -0.5982 0.5908
C -1.6282 -0.6711 -0.5665
C 1.0640 0.4721 0.0619
N -0.2811 2.3798 0.0429
N 1.9888 -0.3313 -0.1081
N 0.4960 1.5796 -0.0876
S 2.8684 -1.5236 0.0119
H -1.1270 -0.5740 1.5929
H -1.9810 -0.7332 -1.5382

---

#Q
9
Properties=species:S:1:pos:R:3 method="wB97M-V/def2-TZVPD" total_charge=+1 homo_energy_ev="-14.66 / -14.67" multiplicity=1
C 0.7405 0.6397 0.9601
C 1.4606 -0.4484 0.2553
C -0.8210 -0.3019 -0.6808
N -3.0486 0.0550 -1.4504
N -0.4194 0.9969 0.6281
N -2.0119 -0.1263 -1.0777
S 0.5223 -1.2836 -0.8121
H 1.1164 1.3995 1.6017
H 2.4610 -0.9310 0.5758

---

The least stable of them is #P.

---

#P
90
Properties=species:S:1:pos:R:3 method="wB97M-V/def2-TZVPD" total_charge=0 homo_energy_ev=-9.26 multiplicity=1
C -22.1258 26.1864 12.7268
C -23.3867 26.8397 13.1707
O -23.4027 28.2268 12.8273
H -21.2560 26.2709 13.3772
H -21.8196 26.4573 11.7183
H -22.3700 25.1153 12.7426
H -23.5106 26.8039 14.2677
H -24.2916 26.3116 12.8401
H -24.2031 28.6221 13.1826
C -18.3874 18.1771 13.0584
C -18.8209 19.3518 13.9059
O -19.1304 20.4474 13.0483
H -17.8024 17.4660 13.6447
H -17.7267 18.5501 12.2745
H -19.2444 17.6421 12.6553
H -18.0383 19.6583 14.6115
H -19.7011 19.0865 14.5094
H -19.5765 21.1310 13.5727
C -18.3267 21.7428 8.0775
C -18.3620 20.5147 7.1753
O -19.5934 20.4714 6.4271
H -18.2618 22.6645 7.4925
H -17.4935 21.7017 8.7785
H -19.2757 21.8245 8.6152
H -18.2160 19.6112 7.7697
H -17.6250 20.5808 6.3746
H -20.2428 20.0080 6.9775
C -24.8730 18.9147 8.6479
C -24.6127 18.2774 7.3010
O -25.2679 17.0324 7.1074
H -25.9110 19.2036 8.8287
H -24.3150 19.8587 8.6428
H -24.5602 18.3236 9.5132
H -23.5363 18.1636 7.1565
H -24.9961 18.9793 6.5608
H -25.1686 16.4979 7.9001
C -24.4903 21.1183 13.5770
C -24.3005 20.7856 15.0296
O -23.0289 21.1829 15.5740
H -24.4152 22.1875 13.3676
H -25.5241 20.8713 13.3356
H -23.7821 20.5387 12.9892
H -24.4243 19.6985 15.1321
H -25.0939 21.1824 15.6743
H -22.8627 20.5966 16.3170
C -21.5125 24.1859 15.5791
C -20.4329 23.4559 14.7994
O -20.9233 22.2800 14.1467
H -21.7639 23.6861 16.5177
H -22.4525 24.2954 15.0371
H -21.1350 25.1811 15.8247
H -19.6357 23.1999 15.5030
H -20.0475 24.1408 14.0454
H -21.6589 21.9308 14.6790
C -22.7485 24.2207 6.0632
C -21.3430 23.7029 6.2562
O -21.1134 22.6154 5.3938
H -23.5079 23.5051 6.3652
H -22.8514 24.4461 5.0003
H -22.8446 25.1676 6.6002
H -21.1294 23.4091 7.2951
H -20.6394 24.5282 6.0573
H -20.4707 22.0251 5.8158
C -21.9302 23.6209 10.1900
C -22.3155 22.1778 10.4948
O -21.1788 21.3337 10.6938
H -22.8552 24.2054 10.1383
H -21.4619 23.7104 9.2112
H -21.3045 24.0222 10.9848
H -22.8408 21.7555 9.6344
H -23.0130 22.1693 11.3362
H -20.8152 21.4711 11.5779
C -25.3521 26.4201 8.9937
C -25.9203 27.5352 9.8017
O -27.2369 27.7963 9.2102
H -26.0666 25.5951 9.0272
H -24.3853 26.0505 9.3334
H -25.2778 26.6897 7.9388
H -25.3991 28.4900 9.8433
H -26.1449 27.1976 10.8202
H -27.7122 28.3769 9.8108
C -20.8608 17.2743 8.1080
C -20.9105 18.3882 9.1273
O -21.3092 19.6169 8.4916
H -19.9200 16.7310 8.1543
H -20.9851 17.6712 7.1000
H -21.6837 16.5744 8.2607
H -19.9398 18.5470 9.6150
H -21.5920 18.1785 9.9599
H -21.2893 20.2735 9.2042

---

#Q
90
Properties=species:S:1:pos:R:3 method="wB97M-V/def2-TZVPD" total_charge=0 homo_energy_ev=-9.87 multiplicity=1
C -0.9226 0.4586 -0.0424
C 0.5798 0.8255 -0.1296
O 1.0795 0.3692 -1.4123
H -1.4148 0.7748 -0.9621
H -1.3344 1.0137 0.8004
H -1.2012 -0.5826 0.1199
H 1.2801 0.4770 0.6294
H 0.6823 1.9072 -0.0433
H 1.3281 -0.5530 -1.3154
C -6.9320 -2.7491 -1.6047
C -6.1080 -1.5449 -1.9070
O -5.0270 -1.8664 -2.7109
H -7.2743 -3.3147 -2.4713
H -7.8088 -2.4433 -1.0338
H -6.4039 -3.5377 -1.0687
H -5.8324 -1.0581 -0.9715
H -6.7911 -0.8550 -2.4023
H -4.6361 -1.0492 -3.0288
C -5.8050 0.3439 4.8847
C -5.8171 0.7289 3.4123
O -5.2185 1.9888 3.2357
H -6.3113 1.1186 5.4606
H -4.7964 0.0992 5.2178
H -6.4412 -0.5182 5.0850
H -6.8523 0.8052 3.0798
H -5.3494 -0.0863 2.8603
H -5.8804 2.6513 3.4469
C -0.8072 -0.3575 -5.1897
C -1.3925 1.0419 -5.2390
O -2.7576 1.0056 -4.8264
H -1.2033 -0.8665 -6.0685
H -0.9126 -0.8836 -4.2410
H 0.2666 -0.4248 -5.3647
H -1.3624 1.4803 -6.2365
H -0.9135 1.7585 -4.5718
H -3.1042 1.8939 -4.7141
C 5.9294 -0.1192 1.0351
C 5.9082 1.3196 0.5968
O 7.1034 1.9495 0.9832
H 5.6754 -0.1714 2.0938
H 6.8998 -0.5741 0.8366
H 5.2194 -0.7369 0.4852
H 5.1740 1.9694 1.0730
H 5.9427 1.4844 -0.4802
H 7.1722 2.7754 0.4988
C -3.2040 -4.0358 1.9799
C -2.5110 -5.3337 1.6746
O -3.3706 -6.1457 0.9359
H -3.6395 -3.5875 1.0869
H -2.5061 -3.3536 2.4652
H -4.0197 -4.1517 2.6936
H -2.1310 -5.8602 2.5501
H -1.6782 -5.1236 1.0034
H -3.4315 -5.7718 0.0538
C 2.5178 6.6319 2.4381
C 2.7171 8.0558 1.8972
O 3.5667 7.9936 0.7827
H 3.4111 6.0113 2.3669
H 1.7582 6.1057 1.8600
H 2.2663 6.6451 3.4986
H 3.1012 8.7798 2.6157
H 1.7336 8.4359 1.6210
H 3.3569 8.7345 0.2093
C 4.6124 -4.0062 -2.1799
C 3.1009 -4.2800 -1.9987
O 2.5305 -3.4736 -1.0047
H 4.9150 -3.0357 -2.5731
H 5.0061 -4.7203 -2.9032
H 5.1736 -4.2505 -1.2780
H 2.9942 -5.3455 -1.7952
H 2.5766 -4.1829 -2.9493
H 2.6010 -4.0075 -0.2100
C 0.7255 5.4765 -2.9372
C 2.1497 4.8851 -2.7988
O 2.2348 3.7163 -3.5771
H 0.3706 5.5793 -3.9627
H 0.6116 6.4811 -2.5299
H -0.0337 4.8019 -2.5415
H 2.2860 4.6222 -1.7498
H 2.9093 5.6371 -3.0124
H 1.8070 3.0279 -3.0625
C 2.2837 -3.1106 3.8608
C 2.4190 -4.6013 3.9043
O 2.7119 -5.0252 2.6096
H 3.2671 -2.6695 3.6978
H 2.0072 -2.8308 4.8773
H 1.5501 -2.7314 3.1494
H 1.4994 -5.1038 4.2041
H 3.1685 -4.8766 4.6463
H 2.9550 -5.9535 2.5822

---

The least stable of them is #Q.